Molecular formula: C42H46BClO5P2Rh
Method: DFT, the ωB97M-V functional and the def2-TZVPD basis

Calculated values
**Charge**: +1
**2S+1**: 5
**Calculated total energy**: -3282.1603 a.u.
**Relative energy (zero: lowest compared OMol25 entry of this formula, charge and spin)**: 239.28 kJ/mol
**HOMO-LUMO gap (spin up / spin down)**: 5.1 / 4.0 eV

```
98
Properties=species:S:1:pos:R:3:forces:R:3:mulliken_charge:R:1
H 0.8014 0.7405 2.0588 0.6615 -0.6753 0.6858 -0.4052
C 3.4341 2.3891 -0.7303 -0.1519 -0.4795 -0.2695 -0.8625
C -3.9270 0.1614 0.4959 2.6507 -0.0962 0.2223 1.6057
H 1.1564 -5.3156 -0.7338 0.4416 -0.7758 -0.2880 0.4769
C 4.0304 -3.2726 3.6142 -1.7129 0.4535 -0.7989 -0.7249
C 0.7874 -4.3852 -0.3967 -0.0072 2.2976 0.5715 -1.0618
C -5.8311 -3.1211 -2.2395 2.9951 0.3455 -1.0224 0.1476
Rh 0.4761 -0.2441 -0.5340 0.0757 -1.1374 -0.4861 -0.7423
H 1.7018 0.6430 -3.0818 0.2835 -0.2082 -0.0134 0.5618
C 5.3665 -2.9955 3.5527 1.9580 0.8436 0.5904 -0.5208
C -5.7411 -1.4065 -5.6400 -1.3536 1.8859 0.1848 -1.2913
H -0.7212 -1.4189 1.5320 0.3973 0.3369 -1.0547 0.0166
H -1.1731 -0.7553 -5.1743 -0.7099 0.0099 0.0558 0.3218
H -2.5907 -0.4710 2.2059 -1.4703 0.5822 -0.5273 0.0957
H 3.6253 1.0916 2.3301 -0.3728 0.2879 0.9886 -0.3277
H -2.4684 0.5113 -4.8264 0.3964 -1.0829 0.0572 0.1834
C -1.5607 -0.4185 -3.1279 -0.0254 -0.4328 -0.9233 0.4730
O -2.8562 -0.5031 -0.3468 0.2207 1.3608 -0.4417 0.2247
H -2.4918 -3.3946 -2.9511 -0.3440 0.5361 0.0448 0.4024
C -3.1460 2.3849 1.7121 0.2461 -1.0567 0.7932 -1.9035
C -3.5283 -3.0378 -2.9999 -0.3501 0.9569 0.2395 -0.6514
H -6.0484 0.3315 0.2194 0.6571 -0.6172 -0.2714 0.3113
C 1.6403 -3.3656 0.0399 1.4197 -0.7351 -0.8978 -1.1760
H 2.0672 -2.8493 2.7602 0.2744 -0.1950 0.2753 0.3038
H -5.5702 -2.1164 -6.4610 0.0709 0.1025 0.4305 0.2969
C -1.1169 -2.8923 0.0483 1.6781 -2.3151 -1.2675 -0.9006
H 2.6460 3.0898 3.9053 -0.2678 0.0260 -0.2624 0.5796
H 4.5222 5.9565 2.0107 -0.2814 0.7668 0.0610 0.4162
H -3.0674 3.4455 1.5411 0.0114 0.3623 0.2066 0.4671
H 4.0967 0.9883 -2.1258 0.7065 0.0417 -0.9903 0.4560
H 1.1216 2.7134 3.0966 1.2544 -0.1482 -0.2530 0.3778
C -0.2832 -1.9189 0.6357 0.1349 -0.9938 1.6894 0.4632
C -3.6877 -0.4532 1.8843 1.1090 -1.2466 -0.2953 -1.8216
C 1.1422 -2.1438 0.5512 -0.6322 -0.0810 0.6558 0.5225
H -2.2145 2.0077 2.1984 -0.5072 0.1230 -0.7274 0.1764
C -4.5177 2.6313 -0.3631 -0.6320 -1.3222 0.1259 -1.7047
H -7.3713 -2.3224 -3.3779 1.0309 0.2325 -0.7936 0.2774
C 7.4431 4.1873 1.9200 -2.0667 0.5305 0.1200 -0.5653
O -0.6839 -1.1509 -2.7055 -0.0507 0.3938 0.4989 -0.5979
P 2.3224 -0.7773 0.9205 -0.5683 0.1018 0.5382 2.1521
H 4.3535 2.8777 -0.6548 1.3421 0.2145 0.2028 0.9983
C 2.7183 1.1941 2.9863 1.7257 -0.6523 -0.6567 -0.0338
H 8.4947 4.2766 2.1544 0.0207 -0.0006 -0.2484 0.4164
H 0.1928 2.7912 0.3483 0.3696 -0.2294 0.3681 0.5165
C -2.0664 -0.5122 -4.5679 -0.1845 0.7008 0.2300 -0.5972
Cl -6.9197 -3.6028 -1.0825 -1.5563 -0.6132 1.5075 -0.2142
C -5.1866 -0.2875 -0.1608 -1.8155 0.1829 2.2114 -1.5482
H 6.0495 -3.3399 4.3625 -0.5621 0.0866 -0.8941 0.3300
C -0.5831 -4.0914 -0.4666 -0.5333 0.9264 0.1912 -0.6501
H 6.9424 6.2990 2.2932 0.1783 0.1194 0.0256 0.4271
H -0.1331 1.8023 -1.7889 1.2050 0.1589 0.3160 1.1802
O -2.1213 0.5804 -2.4872 0.6372 -0.6250 1.8944 -0.5630
C 2.2502 2.6151 2.9887 -1.2223 1.6783 1.6967 -0.8918
C 1.9550 1.1385 -2.1571 -0.3222 0.1840 0.6424 -0.3845
H -4.2985 -0.0316 2.6565 -0.3110 0.3345 0.4522 0.4955
C 0.8725 1.6099 -1.3210 -2.3023 2.2161 -0.0468 -1.1245
C 3.2378 1.4782 -1.7436 -0.3555 0.2301 0.5316 -1.0526
C 3.5900 -1.7238 1.7660 -0.6265 -1.7832 0.9954 0.6187
H -4.6383 2.2202 -1.3988 0.1293 0.5827 0.8534 0.2509
O -3.0720 -1.4846 -4.8055 1.1645 -0.0804 -1.7211 -0.4926
C 3.1403 -2.6691 2.7105 0.2184 0.2444 0.4337 -0.6808
H -3.9359 -1.5335 1.8243 -0.0347 0.5669 -0.0178 0.3809
C -4.4610 -3.4569 -2.0433 -1.1842 1.1208 -1.9420 -0.3821
H 6.8770 -1.7398 2.4946 -0.5770 -0.7526 0.2783 0.3874
H 1.4934 -0.5608 3.1258 -0.6938 -0.6079 1.0006 1.0876
H 5.2457 -0.8531 0.8545 0.2577 -0.5516 0.9017 0.2854
C 5.4826 2.8160 1.4546 0.3890 -1.2553 -0.6373 0.4916
H -2.1430 -2.7840 -0.1388 -1.2953 0.6058 0.4519 0.5049
H 2.7797 -3.5067 -0.0564 -1.9579 0.1809 0.3232 0.2533
C 1.0989 2.3744 -0.0960 0.2124 -0.2444 -2.0027 -0.8289
B -2.1872 0.5359 -0.9966 -1.6635 0.2643 -0.4363 1.1176
C 1.7261 0.2034 2.4348 -1.2613 0.1290 -1.9661 -0.4451
P 2.7870 3.7516 1.6697 0.5047 -1.4414 -1.7546 -0.0492
H -5.1545 -0.1484 -1.2144 0.0668 -0.2605 -0.9005 0.2577
C 4.9313 -1.5462 1.6729 1.5282 1.4488 -1.0493 -0.0040
H -4.0929 3.6275 -0.3569 0.0362 0.1027 -0.3406 0.4238
C -3.5390 1.7190 0.4234 0.1168 0.3018 -1.3718 1.8154
C 5.8395 -2.1136 2.5759 0.1249 0.3984 -0.4576 -0.5276
H -1.2477 -4.8050 -0.9636 0.1261 0.2346 0.3403 0.4461
C 5.1962 5.1456 1.8750 0.0525 -1.2629 0.3631 -0.9185
H 7.4743 2.0861 1.4706 0.2934 -0.3778 -0.1877 0.4867
C -5.3212 -1.9031 -4.2826 0.2252 -1.1277 0.6044 0.7918
H 3.0270 0.9880 4.0303 -0.1594 -0.4015 -0.6868 0.4328
C 2.4245 2.7138 0.2420 -1.1505 1.1477 -0.0067 0.7308
H -5.2582 -0.4386 -5.8942 -0.0025 -0.7086 0.0362 0.2822
H 5.1363 1.8513 1.0822 -0.1021 0.1638 0.4969 0.2955
H -5.5071 2.6798 0.1030 0.0770 0.0046 -0.0158 0.3942
H -4.1516 -3.9850 -1.1850 0.1680 -0.7852 0.7312 0.5662
C 6.5675 5.3200 2.0511 0.4165 -1.6894 -0.4468 -0.6407
H -6.8453 -1.1350 -5.6090 1.2255 -0.6112 -0.1118 0.3747
O -2.3898 1.7866 -0.4632 0.7804 -0.8090 -0.0684 -0.6185
C 6.8561 2.9521 1.5702 0.5911 1.4644 0.7333 -0.9240
C 4.6170 3.8666 1.6376 0.0894 1.6726 0.5853 0.5203
H -5.3731 -1.3374 0.1884 0.0373 0.8489 -0.9025 0.2990
H 3.6122 -3.8631 4.4045 -0.0008 -0.4457 0.1864 0.4332
C -3.9360 -2.0984 -3.9786 -1.2049 -0.6334 0.8874 0.4477
H -3.9294 2.1306 2.4107 -0.3416 0.5604 0.4957 0.4204
C -6.2614 -2.4232 -3.3667 -0.0584 -0.1040 0.4501 -0.6419
```
Positions in Å, forces in eV/Å.